A cluster of 6 separate species, C12H36O6 in total in a non-equilibrium geometry. Source: OMol25; level of theory: wB97M-V/def2-TZVPD.

Output
SMILES: CC(C)O.CC(C)O.CC(C)O.CC(C)O.O.O
E_LUMO (hartree): 0.0267
2S+1: 1
Highest occupied orbital energy (eV): -9.710
HOMO-LUMO gap (eV): 10.44
Energy relative to the best compared isomer or geometry (same formula, charge and spin) (kcal per mole): 25.6

Each line ends with the Löwdin charge.
Cartesian coordinates (Å):
1 C 7.66124 10.81233 14.36196  -0.048
2 C 8.53039 11.69479 13.45255  -0.478
3 C 9.71396 12.21390 14.28381  -0.050
4 O 9.05712 11.00606 12.34926  -0.098
5 H 7.24067 10.09299 13.61979  0.091
6 H 6.85868 11.41591 14.76006  0.067
7 H 8.13470 10.28053 15.16969  0.066
8 H 8.00390 12.50272 12.98802  0.132
9 H 10.33349 11.40583 14.61105  0.062
10 H 9.40136 12.82866 15.11142  0.076
11 H 10.31897 12.83443 13.65196  0.072
12 H 9.78302 10.37789 12.64122  0.076
13 C 10.95697 5.06070 7.60463  -0.089
14 C 10.03734 6.19938 7.67948  -0.508
15 C 10.82715 7.44601 8.09047  -0.068
16 O 9.33980 6.48258 6.43593  -0.088
17 H 10.51090 4.04522 7.49572  0.099
18 H 11.52116 5.14456 8.49576  0.056
19 H 11.69284 5.26717 6.81404  0.098
20 H 9.26105 5.97451 8.46085  0.147
21 H 11.49788 7.79772 7.25709  0.110
22 H 11.50648 7.15372 8.92703  0.078
23 H 10.23521 8.26695 8.46357  0.046
24 H 9.14184 5.59626 5.98505  0.121
25 C 6.87610 10.57057 7.04528  -0.044
26 C 8.27191 10.02025 6.84519  -0.491
27 C 8.59847 9.64026 5.37048  -0.029
28 O 9.23604 10.92949 7.26058  -0.044
29 H 6.17901 9.84817 6.61018  0.089
30 H 6.74915 11.54231 6.58563  0.085
31 H 6.66667 10.58283 8.05606  0.050
32 H 8.31735 9.16058 7.51174  0.128
33 H 8.03989 8.75822 5.06382  0.079
34 H 9.61005 9.39769 5.39842  0.047
35 H 8.44785 10.53032 4.72937  0.093
36 H 9.35171 11.53190 6.55264  0.085
37 C 11.46658 6.53552 12.68092  -0.055
38 C 10.83784 7.76998 13.32242  -0.390
39 C 11.74045 8.11200 14.57235  -0.065
40 O 10.83266 8.94188 12.44314  -0.097
41 H 11.37777 5.72398 13.33951  0.058
42 H 12.56055 6.72058 12.61556  0.096
43 H 11.09037 6.26649 11.70828  0.067
44 H 9.82619 7.67252 13.69579  0.132
45 H 11.35394 8.93353 15.16260  0.053
46 H 12.79850 8.35965 14.41631  0.079
47 H 11.76330 7.25328 15.26898  0.078
48 H 11.50067 8.96598 11.74166  0.073
49 O 11.45821 9.83688 9.73930  -0.056
50 H 12.23807 9.65048 9.23618  0.034
51 H 11.06441 10.70203 9.57425  -0.009
52 O 9.92583 12.01260 9.66864  -0.097
53 H 9.34092 11.51055 9.05123  0.031
54 H 9.72294 11.75241 10.61577  0.049

Atoms 1-6, force components in eV/Å:
C -1.010 -0.118 -2.281
C 1.759 -0.422 1.659
C -0.692 0.799 -0.846
O 0.968 -1.194 -0.288
H -0.136 0.168 0.925
H -0.345 0.035 0.269



A cluster of 6 separate species, C12H36O6 in total in a non-equilibrium geometry. Source: OMol25; level of theory: wB97M-V/def2-TZVPD.

Output
SMILES: CCO.CCO.CCO.CCO.CCO.CCO
E_LUMO (hartree): 0.0154
2S+1: 1
Highest occupied orbital energy (eV): -9.452
HOMO-LUMO gap (eV): 9.87
Energy relative to the best compared isomer or geometry (same formula, charge and spin) (kcal per mole): 209.1

Each line ends with the Löwdin charge.
Cartesian coordinates (Å):
1 C 11.25500 35.29600 42.76200  -0.108
2 C 10.51100 35.94700 43.81300  -0.407
3 O 9.20900 35.62800 43.57300  -0.079
4 H 11.00200 34.20100 42.67100  0.113
5 H 12.26700 35.25200 42.76000  0.035
6 H 11.12600 35.68700 41.77500  0.072
7 H 10.57500 37.02600 43.84800  0.111
8 H 10.88300 35.43500 44.63400  0.096
9 H 8.79100 36.26500 44.27500  0.149
10 C 13.26500 44.14900 45.06800  -0.085
11 C 12.09200 43.17600 44.65700  -0.345
12 O 11.14900 43.30600 45.67000  -0.163
13 H 13.88300 43.79000 45.99900  0.090
14 H 12.80400 45.12700 45.16500  0.054
15 H 13.97300 44.27400 44.16500  0.083
16 H 12.32700 42.01200 44.84300  0.123
17 H 11.58900 43.45800 43.68900  0.119
18 H 10.18000 42.98800 45.47000  0.151
19 C 13.85700 40.23500 38.31800  -0.043
20 C 13.44000 41.71900 38.23100  -0.311
21 O 12.55600 42.05200 39.29400  -0.137
22 H 13.04600 39.64400 38.15200  0.039
23 H 14.38300 40.19700 39.37700  0.104
24 H 14.51800 39.98300 37.52600  0.059
25 H 12.98300 42.26800 37.42400  0.089
26 H 14.35300 42.56700 38.29500  0.152
27 H 12.51900 43.04200 39.27600  0.117
28 C 7.37200 39.06100 42.10600  -0.062
29 C 8.84100 39.15100 41.67800  -0.226
30 O 9.61800 40.08600 42.57300  -0.126
31 H 7.06400 39.93700 41.89300  -0.012
32 H 7.25600 38.94600 43.07000  -0.003
33 H 6.77600 38.00600 41.62900  0.178
34 H 8.98800 39.56300 40.72400  0.082
35 H 9.41600 38.14900 41.85900  0.124
36 H 10.52900 40.05100 42.39400  -0.037
37 C 14.30000 40.25000 46.35800  -0.100
38 C 15.07000 41.14100 47.24900  -0.412
39 O 16.39500 41.32900 46.76800  -0.101
40 H 14.71200 39.31100 46.20700  0.052
41 H 14.23900 40.86000 45.37600  0.086
42 H 13.27800 40.37200 46.80100  0.104
43 H 15.06100 40.88300 48.39600  0.129
44 H 14.53300 42.04300 47.64700  0.099
45 H 16.70900 42.16000 47.30700  0.141
46 C 13.01800 39.19900 43.31300  -0.076
47 C 13.40000 40.16500 42.14600  -0.260
48 O 12.05800 40.47800 41.60200  -0.149
49 H 14.01700 39.13400 43.87600  0.082
50 H 12.88600 38.22700 42.72500  0.106
51 H 12.40400 39.70100 43.91100  0.006
52 H 14.20400 39.67400 41.35500  0.143
53 H 13.82300 41.01700 42.56200  0.066
54 H 12.30900 41.29300 41.04400  0.087

Atoms 1-6, force components in eV/Å:
C -0.831 -2.171 -3.050
C 1.197 0.444 -0.993
O -3.985 1.990 2.595
H -0.273 1.017 0.333
H 3.439 0.303 1.126
H -0.884 0.504 -0.788



A structure of composition C12H37CeO3P3 in a non-equilibrium geometry. Source: OMol25; level of theory: wB97M-V/def2-TZVPD.

Output
E_LUMO (alpha / beta) (hartree): -0.1033 / -0.1027
2S+1: 2
Highest occupied orbital energy (alpha / beta) (eV): -9.916 / -10.172
HOMO-LUMO gap (alpha / beta) (eV): 7.11 / 7.38
Net charge: +1
Expectation value of S²: 0.75

Each line ends with the Löwdin charge.
Cartesian coordinates (Å):
1 Ce 0.79839 -0.85951 -1.58085  0.312
2 H 2.47805 0.49072 -2.04517  0.062
3 H 2.83630 -0.01299 -1.51426  0.059
4 P -1.26027 0.51674 -3.04624  0.705
5 P 0.68892 -3.18064 0.09418  0.721
6 C 0.42455 -3.09666 1.89002  -0.259
7 H 0.71943 -4.03007 2.39262  0.058
8 H 0.99928 -2.26022 2.31433  0.033
9 H -0.63449 -2.87926 2.09782  0.050
10 C -0.05334 -4.75071 -0.43891  -0.250
11 H 0.17000 -4.90153 -1.50400  0.050
12 H 0.32113 -5.60340 0.14439  0.053
13 H -1.14646 -4.68763 -0.33400  0.058
14 C 2.49777 -3.41082 -0.07723  -0.268
15 H 3.04132 -2.55056 0.34088  0.038
16 H 2.81147 -4.32046 0.44641  0.058
17 H 2.76855 -3.48841 -1.13979  0.050
18 C -2.49903 -0.32918 -4.06986  -0.256
19 H -2.92542 0.34105 -4.82734  0.053
20 H -2.02999 -1.19083 -4.56151  0.050
21 H -3.30293 -0.71268 -3.42746  0.056
22 C -2.11787 2.01097 -2.46011  -0.271
23 H -1.40291 2.68561 -1.96735  0.037
24 H -2.61623 2.53854 -3.28579  0.056
25 H -2.86054 1.73078 -1.69808  0.053
26 C -0.05671 1.14876 -4.27688  -0.275
27 H 0.48997 0.30985 -4.73059  0.050
28 H -0.58055 1.71151 -5.05781  0.056
29 H 0.68157 1.79905 -3.78696  0.042
30 H 0.20094 -2.12462 -2.71448  -0.199
31 H -0.86765 -1.47318 -1.20201  -0.201
32 C -2.33434 4.04446 1.20711  -0.072
33 C -0.98909 3.33630 1.16576  -0.255
34 O -1.18243 1.95635 0.77904  -0.326
35 P -0.50756 0.49510 0.55088  0.822
36 O -0.93192 -0.31436 1.91709  -0.320
37 C -1.41320 0.26157 3.19297  -0.224
38 C -0.23558 0.57610 4.08510  -0.075
39 O 1.17789 0.58488 0.62307  -0.467
40 C 2.18980 0.95110 1.70387  -0.199
41 C 3.60830 0.97960 1.17974  -0.077
42 H -2.85045 4.04605 0.22231  0.084
43 H -2.17708 5.10246 1.49414  0.091
44 H -3.02622 3.60415 1.95030  0.084
45 H -0.35269 3.82261 0.43126  0.115
46 H -0.53899 3.35694 2.16151  0.111
47 H -2.03937 1.14706 2.99367  0.109
48 H -2.06688 -0.47895 3.67099  0.124
49 H 0.32294 1.42839 3.68198  0.058
50 H -0.62337 0.85593 5.07190  0.092
51 H 0.42579 -0.29585 4.18502  0.082
52 H 1.90389 1.93974 2.06331  0.110
53 H 2.06676 0.18910 2.47696  0.104
54 H 3.74563 1.60285 0.28950  0.080
55 H 4.24685 1.40233 1.96981  0.096
56 H 4.00805 -0.01414 0.95869  0.072

Atoms 1-6, force components in eV/Å:
Ce 0.063 0.696 1.331
H 2.438 -0.479 1.223
H 0.288 2.269 -1.664
P 0.119 -0.321 0.249
P -0.216 0.503 -0.285
C -0.046 -0.136 0.470



A cluster of 7 separate species, C12H37N2O6P in total in a non-equilibrium geometry. Source: OMol25; level of theory: wB97M-V/def2-TZVPD.

Output
SMILES: C#CCP(CN)NCC.CO.CO.CO.CO.CO.CO
E_LUMO (hartree): 0.0200
2S+1: 1
Highest occupied orbital energy (eV): -8.237
HOMO-LUMO gap (eV): 8.78

Each line ends with the Löwdin charge.
Cartesian coordinates (Å):
1 C 1.90228 -2.35330 1.97592  0.079
2 C 1.42417 -2.38842 0.87524  -0.244
3 C 0.74654 -2.34086 -0.43776  -0.350
4 P -0.82753 -1.34991 -0.20548  0.921
5 C -0.29950 0.22818 0.61782  -0.441
6 N 0.77983 0.93198 -0.13605  -0.042
7 N -1.69238 -2.23401 0.98826  -0.258
8 C -3.14175 -2.24412 0.77224  -0.353
9 C -3.84770 -0.93832 1.21549  -0.107
10 H 2.40246 -1.96233 2.83203  0.033
11 H 0.40944 -3.33957 -0.72465  0.069
12 H 1.38427 -1.89823 -1.20310  0.079
13 H -1.14447 0.90173 0.78769  0.061
14 H 0.11631 -0.03578 1.60646  0.069
15 H 1.51907 1.10167 0.53833  0.045
16 H 0.42292 1.85979 -0.34027  0.058
17 H -1.44597 -1.97524 1.93874  0.076
18 H -3.58659 -3.05802 1.35792  0.103
19 H -3.34604 -2.40129 -0.29006  0.085
20 H -3.37132 -0.04111 0.81434  0.039
21 H -3.85822 -0.94341 2.31239  0.073
22 H -4.89944 -0.99604 0.92264  0.052
23 C -7.82623 -0.69834 1.85250  -0.139
24 O -6.62157 -0.40361 2.55960  -0.149
25 H -7.56293 -1.20203 0.92527  0.077
26 H -8.46354 -1.35445 2.44922  0.078
27 H -8.36491 0.22339 1.62017  0.080
28 H -6.87167 0.03951 3.37635  0.081
29 C 3.32170 2.76868 -2.58573  -0.151
30 O 3.90769 2.65190 -1.28815  -0.136
31 H 3.99941 3.32416 -3.22695  0.044
32 H 3.15892 1.77343 -3.00865  0.080
33 H 2.37010 3.30431 -2.51663  0.076
34 H 3.29057 2.15666 -0.74315  0.030
35 C 4.88111 -0.24043 1.11084  -0.151
36 O 5.70986 0.05460 2.23111  -0.124
37 H 4.37764 -1.18577 1.29450  0.055
38 H 4.13216 0.54637 0.98158  0.061
39 H 5.48693 -0.32636 0.20576  0.083
40 H 6.14651 0.89190 2.05345  0.073
41 C 5.59450 5.61376 -4.97269  -0.143
42 O 4.48335 4.77527 -4.66563  -0.142
43 H 6.43463 5.30585 -4.35544  0.081
44 H 5.86647 5.51209 -6.02621  0.076
45 H 5.35303 6.65720 -4.75605  0.076
46 H 3.74944 5.05897 -5.21760  0.081
47 C -4.94172 2.86846 0.81090  -0.155
48 O -5.59428 2.84289 2.07385  -0.125
49 H -4.68182 3.89964 0.58252  0.077
50 H -4.02891 2.26781 0.84282  0.057
51 H -5.60564 2.48557 0.03119  0.079
52 H -5.81873 1.92704 2.26336  0.040
53 C 2.34432 -6.36567 0.05664  -0.156
54 O 2.46658 -5.21122 -0.76658  -0.137
55 H 2.04722 -7.20252 -0.57116  0.076
56 H 3.30131 -6.59615 0.53201  0.075
57 H 1.58299 -6.20485 0.82474  0.076
58 H 2.72914 -4.48145 -0.19593  0.046

Atoms 1-6, force components in eV/Å:
C 0.339 0.753 0.102
C -0.181 -0.256 -1.028
C -0.110 0.209 1.723
P -0.849 0.088 -1.387
C 1.097 -0.385 0.746
N -0.440 0.115 0.405



Total energy values, unit Ha, following the record order: -930.20220; -929.90984; -2203.94036; -1381.51334.